# 1
ORCA calculation (ωB97M-V with the def2-TZVPD basis set) on a single C4H6N4 molecule in a non-equilibrium geometry.

Geometry as XYZ:
```
14
Properties=species:S:1:pos:R:3:forces:R:3:nbo_charge:R:1
N -3.147439 -0.670348 0.037310 -0.2 0.0 -0.6 -0.306
C -1.101846 0.367777 0.014235 -1.4 -0.9 -0.6 -0.026
N 0.910590 1.232186 0.020728 0.5 0.4 -0.5 -0.508
N 2.373988 -0.650441 0.012573 -0.2 -0.4 -0.6 -0.844
C -0.177819 -0.717897 -0.049428 0.5 0.0 0.1 -0.364
N -2.530185 0.399959 -0.037770 0.5 -0.6 0.8 -0.104
H 1.637982 1.870328 -0.288484 -0.2 -0.3 0.5 0.424
H -0.324066 -1.790229 -0.032954 -0.1 0.2 0.0 0.226
H 2.472636 -1.429518 -0.642642 0.0 0.4 0.3 0.375
H 2.568923 -1.015272 0.937648 0.0 0.1 0.0 0.375
C -0.411503 1.518165 0.028162 0.0 1.5 0.0 -0.030
H -0.800178 2.522453 0.050133 0.1 0.0 -0.1 0.225
H -2.526025 -1.515080 0.005357 0.0 0.4 0.3 0.265
C 1.054937 -0.122079 -0.054870 0.6 -0.8 0.4 0.291
```
Positions in Å, forces in eV/Å.

* relative energy (zero: lowest compared OMol25 entry of this formula, charge and spin): 2.0098 eV
* orbital gap: 9.44 eV
* SMILES string: [H]/N=N\c1c[nH]c(N)c1
* largest force on an atom: 1.81 eV/Å



# 2
ORCA calculation (ωB97M-V with the def2-TZVPD basis set) on a single C4H6N4 molecule in a non-equilibrium geometry.

Geometry as XYZ:
```
14
Properties=species:S:1:pos:R:3:forces:R:3:nbo_charge:R:1
H -1.575369 -0.425217 2.068937 1.4 -0.7 -1.2 0.211
H 1.870899 0.529748 0.234620 -0.4 1.2 2.0 0.173
H 0.611476 -1.985859 -0.959449 0.7 2.0 0.8 0.399
C -0.874380 -0.442682 1.155572 -2.0 2.8 0.2 0.140
C 1.839394 -0.306819 -0.374107 -0.3 -2.3 -3.5 0.253
H 2.798585 -1.044658 -2.017601 -0.5 0.9 1.7 0.344
C -2.440271 1.278688 0.036583 0.3 0.5 1.3 0.267
N 0.600855 -1.033445 -0.472562 0.1 -2.3 1.1 -0.544
N -3.532084 1.643318 0.032967 0.2 -0.3 -0.4 -0.299
C -1.038855 0.951061 0.330679 2.1 -0.9 0.2 -0.612
N 2.792132 -0.331954 -1.222457 0.0 -0.9 -0.6 -0.652
H -0.467481 0.786688 -0.653808 -0.9 0.6 1.6 0.292
H -0.487731 1.759854 0.998909 -1.4 -1.4 -1.6 0.273
N -0.097170 -1.378724 0.841717 0.7 0.8 -1.5 -0.247
```
Positions in Å, forces in eV/Å.

* relative energy (zero: lowest compared OMol25 entry of this formula, charge and spin): 3.5770 eV
* orbital gap: 10.28 eV
* SMILES string: [H]/N=C\N/N=C\CC#N
* largest force on an atom: 4.19 eV/Å



# 3
ORCA calculation (ωB97M-V with the def2-TZVPD basis set) on a single C4H6N4 molecule in a non-equilibrium geometry.

Geometry as XYZ:
```
14
Properties=species:S:1:pos:R:3:forces:R:3:nbo_charge:R:1
H 2.251870 2.333070 -0.727931 -0.1 0.0 0.0 0.251
H 1.944831 2.332809 1.006517 -0.1 0.1 0.1 0.249
H -1.332747 -2.134424 -1.077077 0.1 0.0 -0.1 0.258
C 1.560909 2.001574 0.045615 -0.5 -1.2 0.0 -0.656
N 1.378261 -1.722226 -0.040492 -0.5 -1.2 -0.1 -0.055
N 2.583853 -1.429243 -0.028371 0.2 -1.0 -0.2 -0.015
N 0.630373 -0.567625 0.024096 0.3 0.4 0.2 -0.336
H -2.489387 -1.665609 0.193126 0.1 -0.2 -0.1 0.230
C -0.704586 -0.594788 0.198520 0.4 2.1 -0.3 0.241
N 2.767123 -0.096243 -0.024655 -0.1 1.6 0.1 -0.313
C 1.606564 0.484217 0.033528 0.2 -0.5 0.0 0.416
C -1.436225 -1.837224 -0.031652 0.0 -0.3 0.4 -0.768
H -1.054238 -2.666746 0.564977 0.1 -0.2 0.0 0.254
H 0.562455 2.379611 -0.125998 -0.1 0.1 0.0 0.243
```
Positions in Å, forces in eV/Å.

* relative energy (zero: lowest compared OMol25 entry of this formula, charge and spin): 4.5178 eV
* orbital gap: 8.05 eV
* largest force on an atom: 2.20 eV/Å



# 4
ORCA calculation (ωB97M-V with the def2-TZVPD basis set) on a single C4H6N4 molecule in a non-equilibrium geometry.

Geometry as XYZ:
```
14
Properties=species:S:1:pos:R:3:forces:R:3:nbo_charge:R:1
C -0.424665 0.257204 -0.224589 -0.3 0.0 -0.4 0.329
H -0.506848 -3.193749 -1.512933 -0.3 2.6 0.4 0.227
H -1.666092 -1.474071 0.288494 1.5 0.1 -0.4 0.236
C -0.522201 -2.007027 -1.503709 0.7 -1.1 -0.4 -0.616
H 0.302995 -1.778026 1.939062 -0.2 1.2 -2.3 0.223
H -1.328577 -1.606935 -2.139872 0.1 -0.6 0.3 0.232
H 1.466066 -1.650061 0.571638 -0.9 0.4 -0.3 0.223
C 0.451682 -1.288300 0.867602 2.1 -0.6 3.6 -0.198
N 0.362062 2.141467 0.134066 -0.2 2.2 -0.5 -0.050
N -0.483375 1.482960 -0.738174 0.7 -1.0 1.2 -0.307
N 0.366798 0.228403 0.813652 1.2 -1.1 1.5 -0.216
C -0.626887 -1.277532 -0.150266 -3.3 -0.6 -1.8 -0.253
H 0.393853 -1.668106 -2.025848 -0.2 -0.3 0.3 0.217
N 0.907519 1.470724 1.068346 -0.9 -1.4 -1.2 -0.047
```
Positions in Å, forces in eV/Å.

* relative energy (zero: lowest compared OMol25 entry of this formula, charge and spin): 3.8091 eV
* orbital gap: 11.08 eV
* SMILES string: C[C@H]1Cn2nnnc21
* largest force on an atom: 4.26 eV/Å



The lowest orbital gap belongs to which entry? number 3



The lowest orbital gap belongs to which entry? number 3



orbital gap of number 3 (C4H6N4)? 8.05 eV



Among the records above, which one has the lowest orbital gap? number 3